23
Properties=species:S:1:pos:R:3 method="wB97M-V/def2-TZVPD" total_charge=+1 lumo_ev=-3.052
C -2.20 -0.15 -1.13
C 1.55 1.12 -0.97
C 2.43 -0.20 1.00
C -2.24 -0.85 0.20
C -0.86 -0.55 0.67
N -0.39 0.46 1.22
N 1.88 1.06 0.51
O -2.39 -2.29 0.12
H -1.21 0.17 -1.44
H -2.53 -0.73 -2.02
H -2.68 0.77 -1.21
H 0.76 1.80 -1.19
H 2.34 1.36 -1.62
H 1.12 0.08 -1.29
H 1.72 -0.91 0.76
H 3.30 -0.48 0.56
H 2.48 -0.09 2.09
H -3.08 -0.41 0.86
H -0.27 -1.52 0.48
H -1.01 1.27 1.50
H 0.82 0.89 0.88
H 2.51 1.82 0.73
H -2.06 -2.61 -0.72


23
Properties=species:S:1:pos:R:3 method="wB97M-V/def2-TZVPD" total_charge=+1 lumo_ev=-8.571
N 2.30 1.27 1.63
C 1.04 0.55 1.55
C -0.16 1.26 2.13
C 0.88 0.21 0.05
N -0.43 -0.35 -0.39
C -0.37 -0.77 -1.86
C -1.68 -1.41 -2.49
O -2.63 -0.26 -2.40
H 1.18 -0.44 2.18
H 2.85 1.29 2.48
H 2.54 2.16 1.13
H 0.42 -1.74 1.83
H 0.06 1.78 3.09
H -0.62 2.10 1.50
H -0.98 0.52 2.38
H 1.71 -0.32 -0.22
H 1.03 1.05 -0.56
H -0.44 -1.22 0.24
H 0.53 -1.51 -2.00
H -0.20 0.26 -2.34
H -1.50 -1.76 -3.48
H -2.05 -2.14 -1.86
H -3.48 -0.55 -2.60


23
Properties=species:S:1:pos:R:3 method="wB97M-V/def2-TZVPD" spin_multiplicity=2 s2=0.757 total_charge=+2 lumo_ev="-9.287 / -14.046"
C -1.44 1.89 -0.51
N -2.33 2.74 -1.36
C -2.29 0.74 0.02
N -1.37 -0.01 1.02
H -1.02 2.54 0.31
H -0.61 1.41 -0.99
H -1.68 3.43 -1.78
H -2.51 2.17 -2.17
H -2.55 0.01 -0.75
H -3.15 1.04 0.61
H -1.85 -0.75 1.51
H -0.56 -0.48 0.55
H -1.00 0.68 1.63
C 2.35 -1.68 0.83
O 3.60 -0.96 0.67
C 1.32 -1.04 -0.08
C 0.40 -1.80 -0.69
H 2.05 -1.56 1.91
H 2.50 -2.76 0.63
H 4.11 -1.57 0.18
H 1.41 0.05 -0.28
H -0.35 -1.42 -1.38
H 0.33 -2.86 -0.50


23
Properties=species:S:1:pos:R:3 method="wB97M-V/def2-TZVPD" spin_multiplicity=2 s2=0.759 total_charge=+2 lumo_ev="-8.799 / -13.580"
C -0.44 0.19 2.54
C -0.92 -0.73 1.41
C 0.16 -1.43 0.67
C 1.08 -0.68 -0.41
N -0.11 -0.79 -3.11
C -0.31 0.15 -2.26
N 0.37 0.29 -1.10
H 0.18 -0.40 3.21
H 0.13 1.07 2.26
H -1.31 0.53 3.07
H -1.61 -1.49 1.79
H -1.50 -0.14 0.70
H 0.86 -2.02 1.26
H -0.25 -2.22 0.00
H 1.65 -1.38 -1.00
H 1.71 -0.01 0.20
H 0.41 -1.64 -2.91
H -0.49 -0.79 -4.06
H -0.91 1.01 -2.55
H 0.27 1.23 -0.67
H -0.44 2.98 0.29
H 0.94 3.51 0.56
O 0.50 2.78 0.10


What are the energy above the lowest of the compared OMol25 structures with the same formula, charge and spin values for these records? In order: 71.7, 202.7, 109.4, 59.8 kcal/mol.